[1]
The following is a DFT calculation (ωB97M-V/def2-TZVPD) of a cluster of 2 separate species, C3H6O3 in total.

Each line ends with the Mulliken charge.
Cartesian coordinates (Å):
C1 -0.244 -0.640 -0.862  0.6188
C2 0.275 0.276 1.480  -0.9479
C3 0.800 -0.316 0.092  -0.6276
O1 -0.784 -1.809 -1.214  -0.2921
O2 -0.154 -0.921 -2.177  -0.3116
O3 -1.506 1.374 -0.697  -0.3441
H1 -0.236 -0.463 1.872  0.3920
H2 -0.322 1.143 1.069  0.2435
H3 1.128 0.677 2.032  0.3025
H4 1.303 -1.208 0.235  0.3301
H5 1.542 0.412 -0.238  0.3161
H6 -1.802 1.473 -1.591  0.3204

For the strongest force on any atom, the calculation gives 0.1335 Eh/bohr. The energy is -9341.55507 eV. Its spin multiplicity is 3. The lowest unoccupied orbital energy (alpha / beta) is 0.83 / -2.54 eV. As for the highest occupied orbital energy (alpha / beta): -0.2648 / -0.3818 Ha. Its charge is 0.


[2]
The following is a DFT calculation (ωB97M-V/def2-TZVPD) of a structure of composition C3H6O3Rh.

Each line ends with the Mulliken charge.
Cartesian coordinates (Å):
O1 0.714 -0.392 -2.020  -0.5982
C1 0.717 0.819 -1.609  0.3779
C2 -0.324 1.145 -0.533  -0.1285
O2 -0.799 -0.056 0.057  -0.3055
C3 -1.866 0.107 0.980  -0.6432
Rh1 0.083 -1.716 -0.678  0.7694
H1 -1.155 1.690 -1.009  0.4071
H2 0.101 1.792 0.249  0.4377
H3 -1.619 -0.481 1.871  0.2761
H4 -1.976 1.168 1.242  0.3050
H5 -2.799 -0.275 0.540  0.3038
O3 1.666 1.593 -1.745  -0.4441
H6 1.464 -2.037 0.256  0.2424

For the strongest force on any atom, the calculation gives 0.1064 Eh/bohr. The energy is -12345.17634 eV. Its spin multiplicity is 5. The lowest unoccupied orbital energy (alpha / beta) is -5.20 / -8.46 eV. As for the highest occupied orbital energy (alpha / beta): -0.5466 / -0.5441 Ha. Its charge is +1.